#A
Formula: C4H13N2O2
Source: OMol25
Level of theory: ωB97M-V/def2-TZVPD

Geometry (Å):
C  0.4781  0.8275  -0.0430
H  -3.0587  -3.2530  -0.4603
H  3.9378  0.5378  0.6964
H  1.8015  -0.9806  1.0138
C  -1.8026  0.4174  -0.8471
H  -0.7391  -1.3292  1.5345
H  -2.3729  1.4066  -0.8793
H  -2.7428  -2.1007  -1.3677
H  -0.7603  0.2624  2.3636
H  -2.5281  -0.3036  -0.6101
H  3.1269  1.3014  -0.4919
H  -2.2039  -0.3814  1.5354
H  3.1989  -0.2679  -0.7204
N  3.1499  0.4763  0.1213
N  -0.7598  0.4958  0.1992
H  -1.4968  0.1414  -1.8115
C  1.8529  0.1699  0.9054
H  1.7822  0.5428  1.8242
O  -2.3778  -2.6386  -0.6399
O  0.9278  1.4576  -1.0563
C  -1.0410  -0.2369  1.4346

Properties
gap between HOMO and LUMO	10.0	eV
net charge	+1
molecular weight	121.2	u
HOMO energy	-13.47	eV

Charges obtained by Mulliken population analysis, quoted in units of e: C 0.672; H 0.321; H 0.320; H 0.321; C -1.104; H 0.357; H 0.304; H 0.316; H 0.445; H 0.346; H 0.353; H 0.327; H 0.433; N -0.324; N 0.183; H 0.462; C -0.855; H 0.471; O -0.620; O -0.679; C -1.047

---

#B
Formula: C4H13N2O2
Source: OMol25
Level of theory: ωB97M-V/def2-TZVPD

Geometry (Å):
C  1.2048  -0.9953  -0.7048
H  2.0435  2.0787  0.2157
H  -0.0263  1.6725  -1.0949
H  2.9960  0.6464  0.3364
H  -3.1028  -2.0914  0.6448
O  2.2337  -1.0745  -1.3378
H  -0.6609  1.4386  1.8869
N  2.2144  1.1175  -0.1054
H  -0.6293  2.8761  0.9305
H  -3.5728  -3.1722  -0.3370
H  2.3720  1.2201  -1.1077
C  -0.9398  1.8250  0.9129
C  0.9749  0.3030  0.1602
N  0.2159  -1.8935  -0.5853
H  -0.9721  0.4132  -0.8153
C  -0.3073  1.0445  -0.2299
H  -2.0249  1.8860  0.8695
H  -0.5574  -1.7343  0.0257
H  0.3415  -2.8394  -0.8945
H  0.9730  0.0151  1.2065
O  -2.7763  -2.7361  0.0237

Properties
gap between HOMO and LUMO	11.0	eV
net charge	+1
molecular weight	121.2	u
HOMO energy	-14.31	eV

Charges obtained by Mulliken population analysis, quoted in units of e: C 0.433; H 0.335; H 0.474; H 0.355; H 0.306; O -0.613; H 0.386; N -0.274; H 0.329; H 0.321; H 0.359; C -1.218; C -0.225; N -0.251; H 0.523; C -0.849; H 0.330; H 0.174; H 0.255; H 0.483; O -0.635

---

Tell me which of them is the most stable. Sure, it is #B.

---

#A
Formula: C2H6OS
Source: OMol25
Level of theory: ωB97M-V/def2-TZVPD

Geometry (Å):
H  -0.1921  0.0623  0.3655
H  -2.2657  0.1438  0.2525
C  2.1742  -1.0135  -0.8839
C  -2.5977  1.2581  0.8700
H  1.6439  -2.0137  -1.1332
H  2.2838  -0.4597  -1.8227
S  1.1827  -0.1527  0.3228
H  -2.5126  1.1287  1.9559
O  -2.8617  2.2243  0.1904
H  3.1451  -1.1776  -0.1172

Properties
gap between HOMO and LUMO	9.3	eV
molecular weight	78.1	u
HOMO energy	-9.02	eV

Charges obtained by Mulliken population analysis, quoted in units of e: H -0.032; H 0.139; C -0.594; C 0.002; H 0.245; H 0.265; S -0.148; H 0.284; O -0.389; H 0.227

---

#B
Formula: C2H6OS
Source: OMol25
Level of theory: ωB97M-V/def2-TZVPD

Geometry (Å):
H  0.5389  -0.8218  -1.4796
H  0.6916  0.8097  -0.9280
O  1.1634  0.2391  1.2802
H  -0.6211  -0.2501  2.0616
H  0.0855  0.4658  -2.6099
C  0.4566  -0.4591  1.9516
S  -1.6316  0.0885  -0.9951
H  0.8201  -1.3768  2.4470
H  -1.5986  1.1336  -0.1596
C  0.0951  0.1709  -1.5683

Properties
gap between HOMO and LUMO	9.8	eV
molecular weight	78.1	u
HOMO energy	-9.02	eV

Charges obtained by Mulliken population analysis, quoted in units of e: H 0.257; H 0.261; O -0.379; H 0.203; H 0.304; C -0.073; S -0.225; H 0.245; H 0.107; C -0.701

---

Tell me which of them is the most stable. Sure, it is #B.

---

#A
Formula: C3H11N2O
Source: OMol25
Level of theory: ωB97M-V/def2-TZVPD

Geometry (Å):
N  -0.3562  -0.3728  -2.5146
H  0.9753  2.1603  0.8831
N  -0.9341  0.3553  -0.4133
C  0.7454  1.1992  1.3279
H  0.3120  -0.3715  -3.3605
H  1.0187  0.6215  -1.1851
C  -0.7168  0.7346  0.9897
H  -1.8236  -0.0435  -0.7225
H  -1.1143  -0.0982  1.5733
H  0.8872  -2.0565  1.6824
C  -0.0182  0.1616  -1.3575
H  0.6918  1.2857  2.4386
O  0.9519  -2.3120  0.7237
H  1.4974  0.4943  1.1093
H  0.5423  -3.1897  0.4653
H  -1.3255  -0.2437  -2.7185
H  -1.3333  1.6754  1.0787

Properties
gap between HOMO and LUMO (spin up / spin down)	4.5 / 9.4	eV
spin multiplicity	2
molecular weight	91.1	u
HOMO energy (spin up / spin down)	-3.64 / -8.53	eV

Charges obtained by Mulliken population analysis, quoted in units of e: N -0.441; H 0.368; N -0.259; C -1.309; H 0.229; H 0.243; C -0.275; H 0.179; H 0.298; H 0.320; C -0.181; H 0.331; O -0.631; H 0.409; H 0.297; H 0.134; H 0.290

---

#B
Formula: C3H11N2O
Source: OMol25
Level of theory: ωB97M-V/def2-TZVPD

Geometry (Å):
H  0.2989  -3.1939  0.5298
H  -2.1894  0.4797  -2.3914
H  5.8415  2.9672  -0.0098
N  0.3633  -2.3322  1.0301
H  -1.4034  1.7711  -1.4269
H  -0.9067  -0.8800  1.9807
H  -1.4182  -1.8079  -0.7967
N  -1.6118  -1.2785  0.0363
H  -1.8192  0.6862  0.6209
H  -3.2113  0.0493  -0.2442
H  1.2235  -2.0566  1.4591
C  -1.5744  0.6910  -1.5089
H  4.4914  3.2098  0.7795
C  -2.1271  0.0769  -0.2292
O  5.3770  2.8220  0.8272
C  -0.7603  -1.5126  1.1190
H  -0.5735  0.3085  -1.7756

Properties
gap between HOMO and LUMO (spin up / spin down)	6.1 / 9.5	eV
spin multiplicity	2
molecular weight	91.1	u
HOMO energy (spin up / spin down)	-5.20 / -8.61	eV

Charges obtained by Mulliken population analysis, quoted in units of e: H 0.178; H 0.295; H 0.323; N -0.411; H 0.321; H 0.406; H 0.207; N -0.346; H 0.278; H 0.279; H 0.158; C -1.099; H 0.323; C -0.297; O -0.646; C -0.297; H 0.328

---

Tell me which of them is the most stable. Sure, it is #B.

---

#A
Formula: C3H7NO
Source: OMol25
Level of theory: ωB97M-V/def2-TZVPD

Geometry (Å):
O  -1.0016  -0.0982  -2.3238
N  -0.4102  -0.0592  1.5349
H  -2.1157  1.3694  -1.5570
H  -1.0721  -0.7769  1.8157
H  1.9204  0.5448  0.7223
C  -1.1567  0.8462  -1.5127
H  -0.1798  -1.3751  -0.1746
H  0.2794  0.2609  2.2379
C  1.6464  -0.4482  0.2806
H  -0.3049  1.2894  -0.8768
H  2.0786  -0.8698  -0.5985
C  0.3162  -0.6833  0.4518

Properties
gap between HOMO and LUMO (spin up / spin down)	9.3 / 5.5	eV
net charge	+1
spin multiplicity	2
molecular weight	73.1	u
HOMO energy (spin up / spin down)	-14.29 / -14.29	eV

Charges obtained by Mulliken population analysis, quoted in units of e: O -0.408; N -0.298; H 0.315; H 0.332; H 0.343; C -0.040; H 0.502; H 0.315; C -0.478; H 0.215; H 0.336; C -0.134

---

#B
Formula: C3H7NO
Source: OMol25
Level of theory: ωB97M-V/def2-TZVPD

Geometry (Å):
H  -0.5889  -0.9471  0.9515
H  1.2970  -0.6477  1.0725
N  1.4002  0.2578  0.6499
H  0.8215  1.8790  -0.4762
H  -0.4214  0.1439  -1.9732
H  -1.6371  -1.6456  -1.0046
C  0.3475  1.0295  -0.0095
C  -0.3591  0.0512  -0.8933
O  -1.6108  -0.9043  0.9505
H  -0.3932  1.2830  0.7409
C  -1.1972  -0.9151  -0.3202
H  2.3415  0.4154  0.3115

Properties
gap between HOMO and LUMO (spin up / spin down)	11.1 / 6.3	eV
net charge	+1
spin multiplicity	2
molecular weight	73.1	u
HOMO energy (spin up / spin down)	-15.69 / -14.74	eV

Charges obtained by Mulliken population analysis, quoted in units of e: H 0.341; H 0.210; N -0.272; H 0.397; H 0.376; H 0.393; C -0.611; C -0.034; O -0.331; H 0.315; C -0.040; H 0.257

---

#C
Formula: C3H7NO
Source: OMol25
Level of theory: ωB97M-V/def2-TZVPD

Geometry (Å):
H  -2.4133  -0.9679  -0.6032
H  -0.6319  -1.4087  -0.7057
H  -1.6135  -1.0025  1.0091
N  0.5038  0.9438  -0.3274
H  1.2792  -0.5103  1.2889
C  -1.3531  -0.8132  -0.1225
O  -1.7963  1.4453  -0.3869
H  0.9148  1.8830  -0.4752
H  1.9262  -0.8157  -0.3780
H  2.4030  0.6328  0.7735
C  -0.8388  0.6690  -0.4124
C  1.6198  -0.0556  0.3396

Properties
gap between HOMO and LUMO (spin up / spin down)	12.2 / 7.7	eV
net charge	+1
spin multiplicity	2
molecular weight	73.1	u
HOMO energy (spin up / spin down)	-16.67 / -16.48	eV

Charges obtained by Mulliken population analysis, quoted in units of e: H 0.378; H 0.350; H 0.324; N -0.211; H 0.326; C -0.924; O -0.148; H 0.318; H 0.321; H 0.336; C 0.698; C -0.769

---

Tell me which of them is the most stable. Sure, it is #C.